Molecular formula: C3H5NO2
Method: DFT, the ωB97M-V functional and the def2-TZVPD basis

As for the energy: -322.483682 Ha. Its LUMO energy is 0.0292 Ha. The molecular weight is 87.1 g mol⁻¹. The value obtained for the energy relative to the best compared isomer or geometry (same formula, charge and spin) is 56.9 kcal/mol. The HOMO-LUMO gap is 11.52 eV. The SMILES is N#CCOCO.

Last column: natural (NBO) charge in e.
CARTESIAN COORDINATES (ANGSTROEM)
N 1.71 -1.18 -1.02  -0.39
C 0.84 -1.16 -0.26  0.31
C -0.46 -1.05 0.45  -0.17
O -1.18 0.02 -0.09  -0.52
C -0.43 1.25 -0.07  0.22
O 0.95 1.07 0.01  -0.74
H 1.38 0.55 -0.74  0.51
H -0.99 -1.97 0.20  0.24
H -0.34 -0.99 1.54  0.21
H -0.74 1.78 -0.97  0.16
H -0.73 1.81 0.83  0.16

Molecular formula: C3H5NO2
Method: DFT, the ωB97M-V functional and the def2-TZVPD basis

As for the energy: -322.431122 Ha. Its LUMO energy is -0.0494 Ha. The molecular weight is 87.1 g mol⁻¹. The value obtained for the energy relative to the best compared isomer or geometry (same formula, charge and spin) is 89.9 kcal/mol. The HOMO-LUMO gap is 7.23 eV.

Last column: natural (NBO) charge in e.
CARTESIAN COORDINATES (ANGSTROEM)
N 1.45 0.28 -0.05  -0.93
C 0.78 -0.73 -0.59  0.57
C -0.60 -0.93 0.12  -0.18
O -1.36 0.34 0.11  -0.36
C -0.78 1.38 0.51  0.30
O 1.03 -1.52 -1.50  -0.66
H 2.31 0.42 -0.58  0.36
H -1.24 -1.62 -0.43  0.22
H -0.48 -1.23 1.16  0.21
H -1.33 2.30 0.32  0.18
H 0.24 1.30 0.92  0.27

Molecular formula: C3H5NO2
Method: DFT, the ωB97M-V functional and the def2-TZVPD basis

As for the energy: -322.452443 Ha. Its LUMO energy is -0.0094 Ha. The molecular weight is 87.1 g mol⁻¹. The value obtained for the energy relative to the best compared isomer or geometry (same formula, charge and spin) is 76.5 kcal/mol. The HOMO-LUMO gap is 8.92 eV.

Last column: natural (NBO) charge in e.
CARTESIAN COORDINATES (ANGSTROEM)
O 1.01 1.86 -0.50  -0.69
C 0.07 0.97 0.02  -0.18
C -1.71 -1.25 0.30  -0.01
N -0.40 -1.43 0.16  -0.64
C 0.62 -0.43 0.13  0.67
O 1.79 -0.73 0.01  -0.53
H 1.63 1.34 -1.03  0.48
H -0.26 1.33 1.00  0.21
H -1.86 -0.21 0.65  0.09
H -0.82 0.89 -0.62  0.19
H -0.07 -2.34 -0.13  0.41

Molecular formula: C3H5NO2
Method: DFT, the ωB97M-V functional and the def2-TZVPD basis

As for the energy: -322.415297 Ha. Its LUMO energy is 0.0113 Ha. The molecular weight is 87.1 g mol⁻¹. The value obtained for the energy relative to the best compared isomer or geometry (same formula, charge and spin) is 99.8 kcal/mol. The HOMO-LUMO gap is 11.11 eV. The SMILES is O=[N+]([O-])C1CC1.

Last column: natural (NBO) charge in e.
CARTESIAN COORDINATES (ANGSTROEM)
C -0.14 -0.75 0.23  -0.41
C -0.14 0.75 0.24  -0.41
C 0.89 0.01 -0.56  -0.14
N 2.27 0.00 -0.07  0.53
O 2.80 1.07 0.10  -0.37
O 2.79 -1.08 0.11  -0.37
H 0.20 -1.28 1.11  0.24
H -0.91 -1.27 -0.32  0.23
H -0.91 1.28 -0.29  0.23
H 0.20 1.25 1.14  0.23
H 0.85 0.02 -1.64  0.24